Entry from the OMol25 dataset: 15 unconnected molecules or ions with the total composition C64H158O26 in a non-equilibrium geometry (ωB97M-V/def2-TZVPD).

```
248
Properties=species:S:1:pos:R:3:forces:R:3
C 0.30767 4.62098 -7.77282 -0.41 0.02 -0.58
C -0.99196 3.77294 -7.71610 0.85 -0.59 0.31
C -2.00778 4.08371 -6.62848 -0.33 1.01 0.02
C -1.64135 3.81277 -5.18416 -0.54 -0.10 1.56
C -2.77901 4.25455 -4.17172 0.48 -0.09 -0.29
C -2.86201 3.41984 -2.88476 0.56 -0.39 -0.59
H 1.03273 4.51683 -6.96563 -0.56 0.18 0.56
H 0.01769 5.65467 -7.96117 0.18 0.26 0.55
H 0.93997 4.39953 -8.63262 -0.34 -0.48 -0.36
H -1.48435 3.82852 -8.68696 -0.01 0.09 -0.03
H -0.73741 2.72285 -7.57252 0.23 -0.22 -0.23
H -2.94213 3.55462 -6.81600 0.03 -0.44 -0.19
H -2.33843 5.11701 -6.73370 0.19 0.43 0.12
H -1.48995 2.74340 -5.03708 -0.08 -0.38 -0.13
H -0.71025 4.24412 -4.81661 0.20 0.37 -0.42
H -2.60876 5.27122 -3.81747 0.10 0.27 -0.40
H -3.71212 4.27802 -4.73462 -0.24 -0.17 0.17
H -2.90894 2.35199 -3.09831 -0.22 -0.18 -0.10
H -1.92425 3.53804 -2.34187 0.04 0.11 0.18
H -3.68177 3.66960 -2.21117 -0.06 0.21 -0.20
C -0.92898 -0.29771 -2.38016 -1.23 -0.77 -0.43
C -0.96202 0.70268 -1.26582 0.74 0.14 0.89
C -0.17231 0.22697 -0.01382 0.98 0.84 -0.68
C 0.07950 1.30165 1.07009 -0.04 -2.17 -0.25
C 0.91104 0.73778 2.23412 -0.14 0.15 1.17
C 0.34267 -0.43375 3.08091 -0.03 0.45 -0.24
H -1.61682 0.01721 -3.16488 0.00 0.08 -0.24
H -1.34281 -1.24503 -2.03456 0.13 -0.26 0.02
H 0.02550 -0.50802 -2.86269 0.20 0.26 0.32
H -0.53029 1.60671 -1.69527 0.19 0.35 0.50
H -1.97894 0.98246 -0.99067 -0.22 -0.25 -0.04
H 0.82260 -0.04514 -0.36625 0.35 -0.11 -0.26
H -0.50777 -0.71592 0.41807 -0.69 0.08 0.01
H 0.64706 2.11649 0.62063 -0.38 0.32 0.08
H -0.91423 1.55527 1.43926 0.09 0.76 0.18
H 1.95616 0.51796 2.01618 0.02 -0.19 -0.75
H 1.03259 1.56446 2.93406 -0.13 0.24 0.23
H -0.62726 -0.17043 3.50283 -0.21 -0.01 -0.15
H 0.25968 -1.39631 2.57624 -0.10 0.10 -0.31
H 0.98369 -0.62555 3.94138 0.18 0.08 0.00
C 1.71515 2.41171 6.12682 -0.52 0.21 0.50
O 1.99173 3.33335 5.09749 0.77 -0.27 0.39
C 3.16397 2.96928 4.38965 -0.26 0.86 -0.46
C 3.50721 4.07660 3.42076 1.50 -0.96 -1.54
O 2.76894 4.06875 2.22051 -1.68 1.09 -0.99
C 3.21939 5.04397 1.24316 -0.92 -0.24 1.14
H 2.56554 2.08198 6.72366 0.50 0.17 -0.31
H 1.23953 1.51358 5.73281 -0.21 -0.13 -0.08
H 1.05975 2.92076 6.83352 -0.32 -0.13 -0.14
H 3.02990 1.99332 3.92316 0.01 -0.05 -0.34
H 4.05420 2.88215 5.01255 -0.11 -0.05 0.53
H 4.46113 3.83132 2.95388 1.14 -0.07 1.09
H 3.63133 5.04204 3.91130 -0.55 0.24 0.06
H 2.46501 5.14911 0.46345 0.13 -0.80 -0.22
H 4.20757 4.78428 0.86347 0.05 0.03 -0.12
H 3.20281 6.05353 1.65377 0.49 0.09 0.49
C -6.14385 2.19963 -4.62236 -0.27 -0.42 0.45
O -6.39417 0.96954 -5.25974 -0.14 -0.06 -1.30
C -6.09709 -0.18971 -4.50923 -0.23 0.00 0.55
C -4.65404 -0.66169 -4.46324 0.44 1.04 -1.49
O -4.14823 -1.05470 -5.79256 -0.35 -0.89 1.10
C -3.63226 -0.04988 -6.64322 -1.01 0.85 0.68
H -6.93985 2.42151 -3.91155 0.08 -0.29 0.71
H -6.24621 3.05656 -5.28815 0.55 -0.40 -0.61
H -5.16446 2.12603 -4.14961 0.03 0.64 0.20
H -6.68988 -1.02702 -4.87748 -0.14 0.20 -0.47
H -6.46481 -0.02747 -3.49604 0.24 -0.10 0.46
H -4.63659 -1.47643 -3.73937 0.27 -0.35 -0.50
H -3.99250 0.11183 -4.07320 0.13 0.22 0.10
H -4.39538 0.71163 -6.80398 -0.17 0.15 -0.15
H -3.38524 -0.44638 -7.62805 0.17 -0.37 0.33
H -2.79906 0.48561 -6.18811 0.50 -0.17 0.02
C 1.89686 1.97374 -2.89818 -0.03 0.25 -0.23
O 2.32498 3.32033 -2.76987 -0.04 0.29 0.67
C 2.65333 3.91826 -4.01864 -0.91 -0.12 0.24
C 2.62291 5.47788 -4.04407 -0.17 -0.07 1.40
O 1.42738 6.21997 -3.66311 0.18 -1.51 -0.18
C 1.09017 6.09010 -2.27798 -0.10 0.45 -0.16
H 1.59370 1.58288 -1.92688 -0.15 0.38 0.02
H 2.64308 1.26580 -3.25884 0.56 0.26 -0.20
H 1.07702 1.97383 -3.61648 -0.42 -0.33 0.07
H 1.94212 3.52810 -4.74668 -0.13 0.05 -0.39
H 3.63531 3.50318 -4.24562 0.35 0.59 -0.62
H 2.88498 5.80650 -5.04977 -0.08 -0.03 0.06
H 3.37498 5.82323 -3.33468 0.49 0.03 -0.09
H 0.86812 5.07360 -1.95315 0.21 -0.08 -0.20
H 0.21559 6.70536 -2.06661 -0.15 0.01 -0.44
H 1.86730 6.53138 -1.65393 0.44 -0.20 0.10
C 7.74635 2.68408 4.47463 -0.50 -0.22 -0.41
O 6.57627 1.87590 4.62875 0.81 -0.25 -0.14
C 6.49583 1.42898 5.94854 -1.13 0.23 1.31
C 5.66609 0.16182 6.19293 -0.84 0.22 -1.40
O 4.27298 0.30839 5.80781 0.69 0.30 -0.03
C 3.44839 -0.85244 5.81008 0.03 0.17 0.18
H 7.74046 2.95892 3.41987 0.28 0.22 0.18
H 8.66304 2.15909 4.74326 0.04 -0.47 -0.24
H 7.75788 3.55558 5.12921 -0.46 0.32 -0.06
H 6.09774 2.25623 6.53615 -0.20 0.15 0.40
H 7.47685 1.22044 6.37540 0.31 -0.20 -0.10
H 5.71195 -0.12442 7.24368 0.25 -0.07 0.05
H 6.14477 -0.56503 5.53668 -0.11 -0.66 0.19
H 2.41956 -0.55556 5.60645 0.12 0.39 0.03
H 3.42461 -1.33770 6.78581 0.24 -0.13 0.18
H 3.66669 -1.58695 5.03488 0.53 -0.02 -0.09
C 2.72306 -4.40277 5.41900 -0.18 -0.08 -0.33
O 1.93671 -3.57905 4.57082 0.61 0.18 0.19
C 1.35943 -4.27778 3.48406 -0.54 0.77 -0.76
C 2.27908 -4.48589 2.27937 0.51 -0.26 -0.10
O 2.31359 -3.45186 1.26642 -0.39 -1.61 0.73
C 2.96634 -2.27946 1.64807 -0.53 1.17 0.53
H 3.26334 -3.81021 6.15729 -0.57 0.24 0.14
H 3.52723 -4.93572 4.91169 -0.10 -0.20 -0.48
H 2.03742 -5.12589 5.86069 0.29 -0.22 0.46
H 0.51025 -3.67860 3.15546 0.01 0.31 -0.09
H 0.85594 -5.19245 3.79706 0.45 -0.48 0.18
H 2.03689 -5.43974 1.81074 -0.53 0.33 -0.46
H 3.28531 -4.70664 2.63557 0.44 0.45 0.19
H 2.71978 -1.51040 0.91605 0.34 -0.19 -0.35
H 4.04502 -2.32656 1.79749 0.02 -0.49 -0.35
H 2.54036 -1.87114 2.56454 0.01 -0.12 0.39
C -6.09509 -3.92026 -2.53371 1.11 -0.13 -0.23
O -5.85354 -2.61852 -2.08059 -0.49 0.82 1.02
C -5.06597 -2.61125 -0.89733 0.52 0.81 -0.48
C -5.16604 -1.32484 -0.15339 -0.41 2.33 0.51
O -4.71047 -0.15502 -0.90618 -0.20 -1.36 0.18
C -4.85857 1.05336 -0.19433 -0.55 0.18 -0.65
H -6.37657 -4.56467 -1.70088 -0.35 -0.20 -0.12
H -5.12876 -4.24864 -2.91644 0.03 -0.75 -0.26
H -6.80809 -3.93026 -3.35810 -0.12 0.17 0.29
H -3.99912 -2.66678 -1.11372 0.29 -0.64 -0.53
H -5.32992 -3.41697 -0.21230 -0.14 -0.18 0.00
H -4.56003 -1.31342 0.75254 0.32 -0.65 0.11
H -6.16102 -1.11299 0.23809 -0.38 -0.08 -0.32
H -4.36733 1.09624 0.77775 0.40 -0.12 -0.11
H -5.90343 1.29815 -0.00344 -0.37 -0.24 0.08
H -4.52017 1.82405 -0.88687 0.38 0.09 0.26
C -2.06787 -3.00072 5.29007 0.36 0.59 0.25
O -1.88123 -4.36169 5.15967 0.50 -2.47 0.32
C -1.09308 -5.08572 6.12997 -0.58 0.28 -0.41
C -1.81223 -5.52776 7.43222 0.45 0.53 -0.64
O -2.17663 -4.42916 8.22958 -0.06 0.43 0.61
C -2.92332 -4.80511 9.38060 -0.22 -0.26 -0.33
H -2.89064 -2.75915 4.61717 -0.30 0.17 0.43
H -1.21357 -2.44270 4.90682 0.41 0.16 0.06
H -2.21731 -2.74863 6.33994 -0.42 0.41 -0.11
H -0.13020 -4.60554 6.30434 -0.18 0.78 0.57
H -0.73112 -5.97481 5.61364 -0.58 -0.39 -0.09
H -1.08811 -6.14598 7.96283 0.15 -0.30 0.20
H -2.70773 -6.12431 7.25812 -0.04 -0.19 -0.48
H -3.14577 -3.92903 9.98978 0.23 0.01 -0.21
H -2.44609 -5.57229 9.99035 0.61 0.11 0.10
H -3.86555 -5.27890 9.10524 -0.33 0.15 -0.32
C 5.72653 -0.48465 2.56644 1.26 0.50 -1.00
O 5.12537 -0.08412 1.33542 -0.79 -0.06 0.44
C 5.00831 1.33272 1.21231 -1.14 -0.60 -0.64
C 4.19242 1.61437 -0.05546 0.53 0.16 -0.43
O 4.89322 1.34202 -1.25661 0.75 0.22 -0.75
C 6.05082 2.16145 -1.47646 -0.17 -0.49 -0.14
H 5.31680 -0.05145 3.47888 -0.29 0.26 -0.24
H 6.75106 -0.15486 2.39417 0.47 0.07 0.99
H 5.79418 -1.56719 2.67425 -0.47 -0.04 -0.37
H 5.97403 1.83190 1.13293 0.28 -0.04 0.23
H 4.43387 1.73014 2.04908 0.13 0.14 0.27
H 3.86279 2.64992 -0.13961 -0.04 0.29 0.59
H 3.29318 1.00033 -0.10463 0.06 -0.19 0.23
H 6.95105 1.60424 -1.21724 0.10 0.18 0.67
H 5.97619 3.13798 -0.99801 0.05 -0.07 0.46
H 6.24536 2.40035 -2.52202 -0.81 -0.30 -0.37
C -2.75972 2.09360 4.12826 -0.08 -0.49 -0.86
O -3.97004 1.29537 4.18955 0.65 0.41 -0.22
C -3.85997 0.05671 3.48394 -0.86 -0.40 0.23
C -5.21457 -0.72189 3.51713 0.01 1.03 0.22
O -6.16286 -0.15081 2.62482 0.14 -0.41 0.29
C -6.73727 1.07063 3.04358 -0.19 0.26 -0.89
H -2.45743 2.33947 3.11028 -0.19 -0.47 -0.55
H -1.92051 1.55088 4.56334 0.02 0.02 0.38
H -2.83743 3.11065 4.51254 -0.68 -0.38 0.78
H -3.05196 -0.55529 3.88479 0.13 -0.10 0.28
H -3.64387 0.19458 2.42451 0.20 0.34 -0.13
H -5.66030 -0.74766 4.51149 0.21 0.31 0.41
H -5.15186 -1.77709 3.25122 0.58 0.08 -0.37
H -7.10445 1.08005 4.06983 0.19 -0.21 0.16
H -7.58228 1.21722 2.37083 -0.15 0.03 0.10
H -6.05694 1.90428 2.86957 0.12 0.06 0.31
C -0.87950 5.97102 5.40835 0.75 -0.37 -0.79
O -1.10828 5.68477 4.04441 -1.62 0.92 0.27
C -0.22642 4.82572 3.41441 0.10 0.32 -0.24
C -0.49952 4.83497 1.91800 -0.91 -0.39 0.17
O -1.90300 4.59547 1.66232 0.14 0.27 0.20
C -2.12344 4.28021 0.30589 0.72 -0.94 -0.08
H -1.70173 6.59064 5.76625 0.04 -0.32 0.07
H 0.06036 6.51284 5.51416 0.19 0.35 0.07
H -0.72021 5.04223 5.95615 -0.45 -0.13 0.39
H -0.32059 3.80630 3.78860 0.07 -0.24 0.19
H 0.77355 5.20182 3.63054 0.47 -0.43 -0.32
H 0.06900 4.00663 1.49522 0.27 0.14 -0.22
H -0.22784 5.78446 1.45672 0.17 0.14 -0.05
H -1.60637 3.34221 0.10368 0.32 -0.20 -0.32
H -1.72083 5.01423 -0.39212 -0.05 0.38 0.02
H -3.15161 4.04272 0.03283 -0.26 0.56 0.66
C -0.22371 -1.49707 -8.09485 0.14 0.01 0.30
O 0.53700 -0.30178 -8.09655 0.23 0.22 -0.78
C 0.84104 0.28998 -6.84325 0.35 -0.62 -0.17
C 1.64213 -0.60750 -5.86505 -1.41 0.73 -0.03
O 2.97172 -0.87868 -6.24952 -0.68 -0.12 0.09
C 3.01606 -2.06065 -7.00515 0.58 -0.68 -0.60
H -1.19734 -1.39835 -7.61486 0.08 0.13 0.61
H 0.37387 -2.28422 -7.63507 -0.43 -0.28 0.08
H -0.49321 -1.80177 -9.10610 0.55 0.33 -0.25
H -0.10125 0.65878 -6.43808 -0.13 -0.19 0.74
H 1.44640 1.17561 -7.03640 0.07 -0.01 -0.34
H 1.06712 -1.51755 -5.69397 0.08 -0.36 -0.08
H 1.60383 -0.09895 -4.90172 0.48 0.21 0.08
H 2.58300 -1.98880 -8.00284 0.06 0.52 -0.18
H 2.47293 -2.89583 -6.56290 -0.07 -0.02 0.58
H 4.05707 -2.36817 -7.10427 0.03 0.13 0.01
C -1.58215 -3.37120 -4.45162 0.15 0.44 -0.64
O -0.50893 -3.58934 -5.37022 1.22 -0.90 0.78
C 0.50835 -4.46073 -4.82122 -0.89 -1.10 0.24
C 1.42329 -3.97214 -3.66843 -1.65 1.43 -1.25
O 0.66742 -3.46555 -2.53377 0.59 -1.25 -1.83
C 1.49654 -2.62752 -1.80279 0.13 0.10 1.10
H -1.20388 -2.59944 -3.78125 -0.88 -0.06 0.28
H -1.91996 -4.26234 -3.92259 0.53 -0.29 0.25
H -2.44441 -3.09914 -5.06037 0.10 0.62 0.09
H 1.11637 -4.78031 -5.66755 0.35 0.39 0.00
H 0.01202 -5.38909 -4.53853 -0.29 -0.16 0.33
H 1.90248 -3.15038 -4.20058 0.53 0.63 0.61
H 2.21515 -4.67068 -3.39805 -0.25 -0.37 0.17
H 1.77426 -1.75231 -2.39015 0.16 0.21 0.13
H 2.37955 -3.15334 -1.43960 0.40 -0.03 -0.18
H 0.96280 -2.37043 -0.88784 -0.08 0.38 -0.13
C -1.41218 -4.45453 0.55261 1.01 -0.06 -0.44
O -0.60225 -5.63076 0.59255 -1.07 -0.14 1.87
C 0.31557 -5.82024 -0.43290 -0.20 -1.01 -0.62
C 0.99732 -7.23672 -0.29033 -1.49 0.55 0.03
O 0.05089 -8.25328 -0.66343 -0.59 1.63 -1.02
C 0.44462 -9.57301 -0.55945 0.53 -0.47 1.52
H -1.87762 -4.27340 1.52146 0.34 -0.24 0.14
H -2.22060 -4.46136 -0.17850 -0.02 -0.50 -0.35
H -0.75492 -3.63041 0.27525 -0.06 0.45 0.17
H 1.04823 -5.01357 -0.45733 0.36 -0.03 0.10
H -0.28030 -5.74697 -1.34266 0.48 -0.33 -0.65
H 1.27227 -7.39540 0.75242 0.11 0.09 0.26
H 1.90787 -7.26330 -0.88892 0.04 -0.14 -0.30
H -0.26126 -10.31811 -0.92641 -0.16 0.64 -1.02
H 0.39581 -9.84327 0.49538 0.73 -0.11 0.55
H 1.45520 -9.71212 -0.94349 0.04 -0.36 -0.15
```
Positions in Å, forces in eV/Å.

Results
- HOMO level: -0.322 Ha
- Frontier orbital gap: 9.18 eV
- E_LUMO: 0.4137 eV